4 unconnected molecules or ions with the total composition C50H78F2N2O12S2Si. Source: OMol25; level of theory: ωB97M-V with the def2-TZVPD basis set.

Each line ends with the Mulliken charge.
Atoms and positions in Å:
C: 3.02 -1.24 6.45  -0.27
C: 2.26 -0.86 5.59  -0.57
C: 1.02 -0.50 4.80  -0.46
C: 0.71 -1.53 3.68  -0.27
C: 0.55 -2.90 3.93  1.11
S: 0.73 -3.61 5.59  -0.22
C: 0.27 -3.83 2.91  -0.75
C: 0.10 -3.39 1.59  0.48
C: -0.20 -4.44 0.51  -1.24
N: 0.78 -4.33 -0.61  -0.34
C: 0.22 -2.01 1.36  1.01
C: 0.53 -1.05 2.34  -1.37
N: 0.70 0.36 2.14  1.77
C: -0.51 1.14 2.51  -1.19
C: -1.44 1.50 1.33  -0.12
O: -2.56 2.21 1.92  -0.30
C: -3.68 2.16 1.11  0.54
O: -4.17 3.21 0.76  -0.61
C: -4.34 0.83 0.67  -0.38
C: -4.53 -0.18 1.84  -0.74
C: 1.22 0.72 0.85  -1.60
C: 2.08 1.85 0.82  -0.90
C: 2.64 2.20 -0.42  -0.51
C: 3.60 3.41 -0.46  0.91
F: 3.18 4.26 -1.48  -0.36
F: 3.50 4.08 0.72  -0.34
C: 5.06 3.01 -0.80  -1.13
C: 6.09 4.03 -0.23  -0.64
Si: 7.18 3.39 1.18  0.08
C: 7.99 4.94 1.97  -1.18
C: 8.62 2.29 0.59  -1.10
C: 6.25 2.51 2.57  0.67
C: 6.56 2.87 3.90  -0.20
C: 5.94 2.25 5.00  -0.78
C: 4.98 1.24 4.83  -0.43
C: 4.65 0.89 3.51  -0.33
C: 5.27 1.50 2.41  -0.12
C: 2.41 1.51 -1.61  -0.42
C: 1.56 0.40 -1.58  0.46
O: 1.33 -0.33 -2.71  -0.31
C: 1.00 0.04 -0.35  1.11
S: -0.06 -1.41 -0.32  -0.30
H: 3.78 -1.55 7.15  0.45
H: 0.12 -0.45 5.45  0.54
H: 1.19 0.51 4.40  0.13
H: 1.77 -4.47 5.41  0.17
H: 0.19 -4.90 3.12  0.21
H: -1.24 -4.41 0.17  0.29
H: -0.02 -5.45 0.95  0.35
H: 1.48 -5.05 -0.55  0.22
H: 0.26 -4.43 -1.48  0.24
H: -0.16 2.07 2.99  0.21
H: -1.11 0.57 3.25  0.52
H: -1.75 0.61 0.76  0.17
H: -0.96 2.24 0.65  0.33
H: -3.69 0.36 -0.08  0.26
H: -5.31 1.11 0.23  0.35
H: -5.16 -1.01 1.44  0.38
H: -5.03 0.25 2.72  0.35
H: -3.56 -0.65 2.10  0.04
H: 2.28 2.38 1.75  0.62
H: 5.28 1.96 -0.55  0.48
H: 5.13 3.08 -1.91  0.44
H: 5.64 4.99 0.09  0.39
H: 6.78 4.30 -1.06  0.39
H: 7.14 5.56 2.34  0.31
H: 8.43 5.52 1.14  0.34
H: 8.70 4.70 2.77  0.31
H: 9.43 2.37 1.35  0.31
H: 8.36 1.22 0.55  0.33
H: 9.06 2.63 -0.37  0.35
H: 7.32 3.63 4.15  0.18
H: 6.23 2.54 6.02  0.34
H: 4.52 0.79 5.71  0.17
H: 3.90 0.09 3.40  0.34
H: 4.98 1.16 1.41  0.24
H: 2.90 1.82 -2.54  0.38
H: 1.52 0.21 -3.50  0.13
C: -2.96 -4.97 6.39  -0.75
O: -4.03 -4.64 5.51  -0.36
C: -3.65 -3.82 4.42  0.11
C: -4.08 -4.37 3.07  -0.13
O: -3.52 -5.62 2.68  -0.44
C: -3.85 -6.78 3.43  -0.28
C: -5.31 -7.21 3.41  -0.54
O: -6.16 -6.28 4.07  -0.29
C: -7.29 -5.89 3.33  -0.83
H: -2.90 -4.23 7.19  0.28
H: -3.17 -5.94 6.83  0.28
H: -2.01 -5.03 5.86  0.32
H: -2.57 -3.65 4.41  -0.16
H: -4.14 -2.84 4.57  0.37
H: -3.75 -3.65 2.31  0.32
H: -5.17 -4.40 2.98  -0.05
H: -3.48 -6.70 4.45  0.09
H: -3.28 -7.59 2.97  0.43
H: -5.39 -8.16 3.94  0.40
H: -5.63 -7.37 2.37  0.33
H: -7.09 -5.84 2.26  0.40
H: -7.57 -4.89 3.66  0.23
H: -8.13 -6.57 3.53  0.28
C: -3.21 4.46 -2.00  -0.83
O: -4.17 4.94 -2.92  -0.35
C: -5.51 4.77 -2.52  -0.29
C: -6.32 6.05 -2.60  -0.34
O: -5.91 7.12 -1.76  -0.48
C: -4.65 7.73 -2.00  -0.22
C: -4.49 8.45 -3.33  -0.51
O: -4.50 7.57 -4.43  -0.29
C: -5.38 7.93 -5.48  -0.84
H: -2.96 3.42 -2.22  0.29
H: -2.31 5.07 -2.10  0.33
H: -3.56 4.55 -0.97  0.39
H: -5.57 4.37 -1.50  0.17
H: -5.97 4.03 -3.20  0.38
H: -7.34 5.81 -2.28  0.43
H: -6.42 6.39 -3.63  0.09
H: -3.84 7.03 -1.83  0.01
H: -4.55 8.49 -1.21  0.44
H: -3.51 8.95 -3.32  0.38
H: -5.26 9.22 -3.43  0.34
H: -6.28 8.43 -5.10  0.41
H: -5.69 7.02 -5.99  0.24
H: -4.87 8.59 -6.19  0.28
C: 1.45 -5.09 -8.73  -0.83
O: 2.05 -4.80 -7.48  -0.28
C: 3.40 -4.39 -7.55  -0.53
C: 3.66 -3.09 -6.81  -0.16
O: 2.99 -1.93 -7.28  -0.48
C: 1.57 -1.87 -7.16  -0.43
C: 1.00 -1.88 -5.75  0.11
O: 1.21 -3.11 -5.09  -0.37
C: 1.77 -3.00 -3.79  -0.48
H: 1.58 -6.15 -8.97  0.28
H: 0.38 -4.88 -8.64  0.24
H: 1.86 -4.47 -9.53  0.40
H: 3.72 -4.27 -8.59  0.35
H: 4.01 -5.17 -7.10  0.37
H: 4.73 -2.86 -6.92  0.45
H: 3.51 -3.21 -5.73  -0.04
H: 1.10 -2.64 -7.78  0.11
H: 1.29 -0.92 -7.62  0.44
H: -0.08 -1.73 -5.82  0.46
H: 1.42 -1.04 -5.19  -0.23
H: 2.46 -2.16 -3.70  0.39
H: 2.34 -3.91 -3.59  0.34
H: 0.98 -2.90 -3.04  -0.07

Results
**Frontier orbital gap**: 8.33 eV
**Net charge**: 0
**Max |F|**: 2.2 eV/Å